1.
ORCA calculation (ωB97M-V with the def2-TZVPD basis set) on a structure of composition C14H42K2N10O11.

Cartesian coordinates (Å):
K: 1.57 -0.76 2.27
K: -1.04 2.79 3.01
C: 0.13 1.19 0.18
O: -0.49 0.68 1.16
O: 0.11 2.44 -0.01
O: 0.94 0.43 -0.46
C: -3.12 -1.08 5.15
C: -2.81 -1.07 3.67
O: -1.59 -0.28 3.55
H: -4.08 -1.57 5.31
H: -3.20 -0.08 5.57
H: -2.33 -1.58 5.70
H: -3.56 -0.57 3.06
H: -2.61 -2.06 3.26
H: -1.38 -0.03 2.63
C: 4.76 -1.70 0.36
O: 4.76 -2.34 -0.68
N: 3.98 -0.57 0.60
N: 5.56 -2.02 1.40
H: 3.60 -0.18 -0.25
H: 4.19 -0.01 1.41
H: 5.65 -1.32 2.11
H: 5.99 -2.93 1.45
C: -0.13 -1.15 -3.51
O: -0.49 -1.86 -4.46
N: 0.60 -0.05 -3.67
N: -0.40 -1.48 -2.18
H: 0.96 0.45 -2.87
H: 0.96 0.21 -4.58
H: -0.43 -2.47 -2.03
H: 0.02 -0.81 -1.52
C: -2.85 4.17 -1.03
O: -3.80 4.74 -1.55
N: -2.99 3.14 -0.13
N: -1.56 4.45 -1.37
H: -3.77 3.04 0.48
H: -2.13 2.73 0.22
H: -1.46 5.19 -2.04
H: -0.78 3.88 -1.08
C: 3.04 4.35 0.91
O: 4.09 4.72 1.44
N: 2.47 4.94 -0.15
N: 2.30 3.36 1.47
H: 2.98 5.70 -0.58
H: 1.56 4.74 -0.53
H: 1.57 2.90 0.93
H: 2.80 2.94 2.24
C: 3.22 2.36 -2.79
O: 4.01 2.68 -3.68
N: 2.04 3.03 -2.65
N: 3.39 1.35 -1.89
H: 1.35 2.81 -1.94
H: 1.92 3.91 -3.11
H: 2.54 1.10 -1.39
H: 4.26 0.87 -1.79
C: -0.48 -4.28 0.17
C: 1.02 -4.15 0.44
C: 1.78 -4.72 -0.77
O: 1.32 -2.75 0.43
H: -0.66 -5.36 0.23
H: -0.79 -3.91 -0.80
H: -1.03 -3.77 0.97
H: 1.29 -4.61 1.39
H: 1.48 -5.72 -1.11
H: 2.86 -4.83 -0.68
H: 1.54 -4.11 -1.65
H: 1.37 -2.39 -0.46
C: -4.05 -1.79 -1.46
C: -3.82 -0.87 -0.26
C: -5.06 -0.45 0.53
O: -2.92 -1.53 0.62
H: -4.83 -1.49 -2.16
H: -4.41 -2.77 -1.13
H: -3.11 -1.99 -1.97
H: -3.38 0.06 -0.64
H: -5.83 -0.23 -0.22
H: -4.98 0.51 1.05
H: -5.49 -1.17 1.22
H: -2.12 -0.99 0.65

## Properties
strongest force on any atom: 2.85 eV/Å
calculated total energy: -85280.80359 eV
charge: 0

2.
ORCA calculation (ωB97M-V with the def2-TZVPD basis set) on a cluster of 2 separate species, C3H9NS in total.

Cartesian coordinates (Å):
C: -1.53 -0.32 0.28
N: -0.32 -0.59 0.43
C: -0.02 -1.56 1.50
H: -2.32 -1.05 0.53
H: -1.89 0.59 -0.19
H: 0.04 -1.07 2.47
H: 0.91 -2.06 1.26
H: -0.79 -2.34 1.52
C: 0.90 1.84 -1.46
S: 1.83 0.30 -1.49
H: 0.41 2.04 -2.42
H: 0.15 1.85 -0.68
H: 1.56 2.68 -1.25
H: 1.07 -0.31 -0.48

## Properties
SMILES string: C=NC.CS
strongest force on any atom: 2.35 eV/Å
calculated total energy: -15580.60417 eV
charge: 0
energy relative to the best compared isomer or geometry (same formula, charge and spin): 39.81 kcal/mol

3.
ORCA calculation (ωB97M-V with the def2-TZVPD basis set) on a structure of composition C22H30N2P2Zr.

Cartesian coordinates (Å):
C: -1.72 2.95 -3.65
C: -1.37 1.79 -2.97
C: 0.02 1.48 -2.84
C: 1.00 2.34 -3.32
C: 0.62 3.52 -3.97
C: -0.73 3.81 -4.15
C: 2.41 1.98 -2.95
C: 2.64 0.50 -3.07
C: 1.61 -0.31 -2.59
C: 1.76 -1.72 -2.49
C: 2.95 -2.28 -2.93
C: 3.99 -1.48 -3.41
C: 3.84 -0.09 -3.47
H: -2.78 3.18 -3.79
H: 1.39 4.19 -4.35
H: -1.03 4.72 -4.68
H: 3.14 2.55 -3.53
H: 3.07 -3.37 -2.89
H: 4.92 -1.94 -3.75
H: 4.65 0.55 -3.83
N: 0.42 0.32 -2.17
Zr: 0.32 0.36 0.11
C: -2.40 0.88 -2.34
H: -2.31 -0.14 -2.73
H: -3.41 1.26 -2.52
C: 0.63 -2.57 -1.95
H: -0.27 -2.47 -2.58
H: 0.94 -3.63 -1.94
P: -2.19 0.77 -0.50
P: 0.10 -2.16 -0.22
C: 1.32 -3.14 0.72
H: 1.03 -3.14 1.78
H: 1.32 -4.17 0.34
H: 2.30 -2.68 0.61
C: -1.39 -3.19 -0.09
H: -1.10 -4.25 -0.19
H: -1.85 -3.03 0.90
H: -2.11 -2.93 -0.88
C: -2.67 2.45 -0.01
H: -3.59 2.73 -0.53
H: -2.83 2.48 1.08
H: -1.87 3.16 -0.27
C: -3.64 -0.20 -0.01
H: -3.62 -0.33 1.08
H: -4.54 0.37 -0.30
H: -3.64 -1.18 -0.50
H: 2.54 2.24 -1.86
H: 1.98 -0.15 0.42
C: 0.11 0.51 5.45
C: -1.04 -0.04 4.58
C: -0.76 0.03 3.18
N: -0.44 0.12 2.06
H: 1.05 0.00 5.22
H: -0.08 0.37 6.52
H: 0.25 1.59 5.28
H: -1.24 -1.09 4.84
H: -1.96 0.52 4.78

## Properties
strongest force on any atom: 5.53 eV/Å
calculated total energy: -46124.35385 eV
charge: +2
energy relative to the best compared isomer or geometry (same formula, charge and spin): 0.00 kcal/mol

4.
ORCA calculation (ωB97M-V with the def2-TZVPD basis set) on a cluster of 2 separate species, C2H3BrClNO2 in total.

Cartesian coordinates (Å):
C: -0.58 -0.41 -0.44
C: 0.87 -0.30 -0.20
N: 1.46 0.83 0.48
O: 2.47 0.58 1.07
O: 0.87 1.89 0.50
Cl: 1.88 -1.64 -0.43
Br: -4.02 0.48 0.67
H: -1.08 0.26 0.05
H: -1.06 -1.43 -0.24
H: -0.81 -0.27 -1.46

## Properties
strongest force on any atom: 5.64 eV/Å
calculated total energy: -90266.65548 eV
charge: 0
energy relative to the best compared isomer or geometry (same formula, charge and spin): 71.44 kcal/mol

5.
ORCA calculation (ωB97M-V with the def2-TZVPD basis set) on a structure of composition C13H15NOs.

Cartesian coordinates (Å):
C: -1.01 0.66 -2.82
C: 0.37 0.35 -3.01
C: 1.14 1.09 -2.04
C: 0.22 1.90 -1.29
C: -1.11 1.62 -1.74
Os: -0.32 -0.24 -0.98
N: -1.87 -0.75 -0.39
C: -0.04 -2.49 -0.90
C: 0.96 -1.85 -1.65
H: 2.22 1.07 -1.92
H: 0.77 -0.32 -3.76
H: 0.52 2.63 -0.55
H: -2.02 2.06 -1.35
H: -1.84 0.25 -3.40
H: 0.90 -1.98 -2.74
H: -0.87 -2.94 -1.45
H: -2.80 -1.03 -0.04
H: 1.97 -1.68 -1.26
H: 0.15 -2.87 0.10
C: 0.30 0.54 4.01
C: 0.24 -0.74 3.44
C: 0.20 -0.89 2.04
C: 0.17 0.22 1.24
C: 0.21 1.50 1.77
C: 0.30 1.66 3.17
H: 0.35 0.66 5.10
H: 0.22 -1.64 4.07
H: 0.17 -1.88 1.60
H: 0.17 2.40 1.17
H: 0.35 2.68 3.59

## Properties
strongest force on any atom: 6.89 eV/Å
2S+1: 5
calculated total energy: -17673.42679 eV
<S²>: 6.02
charge: 0
energy relative to the best compared isomer or geometry (same formula, charge and spin): 1.84 kcal/mol

6.
ORCA calculation (ωB97M-V with the def2-TZVPD basis set) on an isolated molecule of HO2P.

Cartesian coordinates (Å):
O: 0.66 -0.72 1.73
O: 0.04 0.39 2.08
P: 0.64 -1.07 0.24
H: 0.07 0.12 -0.39

## Properties
strongest force on any atom: 3.94 eV/Å
calculated total energy: -13394.58968 eV
charge: 0
energy relative to the best compared isomer or geometry (same formula, charge and spin): 129.78 kcal/mol

7.
ORCA calculation (ωB97M-V with the def2-TZVPD basis set) on an isolated molecule of C3H9NOS.

Cartesian coordinates (Å):
O: -1.83 1.67 -1.74
C: -1.03 1.17 -0.47
N: 0.39 1.05 -0.66
C: 1.08 0.14 0.31
C: 0.43 -1.18 0.49
S: 0.91 -2.26 1.98
H: -2.77 1.29 -1.62
H: -1.40 1.93 0.35
H: -1.46 0.18 -0.36
H: 0.54 0.58 -1.58
H: 2.13 0.24 0.25
H: 0.95 0.53 1.35
H: -0.67 -1.18 0.51
H: 0.57 -1.82 -0.40
H: 2.15 -2.36 1.58

## Properties
SMILES string: OCNCCS
strongest force on any atom: 4.27 eV/Å
calculated total energy: -17627.76011 eV
charge: 0
energy relative to the best compared isomer or geometry (same formula, charge and spin): 56.38 kcal/mol

8.
ORCA calculation (ωB97M-V with the def2-TZVPD basis set) on a structure of composition C33H21ClNO7PRe.

Cartesian coordinates (Å):
Re: -0.72 1.26 0.25
O: 3.52 1.53 1.05
C: 2.37 1.58 0.68
O: 1.34 1.28 1.35
C: 2.09 2.10 -0.74
C: 3.15 2.54 -1.52
C: 2.89 3.08 -2.77
C: 1.57 3.19 -3.17
C: 0.57 2.70 -2.34
N: 0.82 2.15 -1.16
C: -0.93 2.85 -2.71
O: -1.19 3.52 -3.70
O: -1.70 2.26 -1.93
H: 4.15 2.45 -1.12
H: 3.69 3.45 -3.39
H: 1.28 3.64 -4.11
O: -3.52 0.90 -0.18
C: -2.54 0.33 -0.51
C: -2.47 -0.97 -1.22
C: -3.60 -1.51 -1.84
C: -3.52 -2.76 -2.43
C: -2.33 -3.48 -2.42
C: -1.20 -2.94 -1.83
C: -1.26 -1.68 -1.25
P: 0.14 -0.86 -0.43
C: 1.48 -0.90 -1.66
C: 1.18 -0.82 -3.02
C: 2.21 -0.81 -3.95
C: 3.53 -0.85 -3.53
C: 3.82 -0.88 -2.18
C: 2.81 -0.90 -1.24
C: 0.69 -2.01 0.87
C: 0.35 -1.75 2.19
C: 0.77 -2.59 3.20
C: 1.54 -3.70 2.90
C: 1.87 -3.97 1.58
C: 1.45 -3.14 0.57
H: -4.52 -0.96 -1.84
H: -4.39 -3.19 -2.90
H: -2.28 -4.46 -2.87
H: -0.27 -3.48 -1.83
H: 0.15 -0.77 -3.34
H: 1.97 -0.76 -5.00
H: 4.32 -0.86 -4.26
H: 4.85 -0.89 -1.85
H: 3.04 -0.92 -0.19
H: -0.23 -0.87 2.42
H: 0.51 -2.37 4.22
H: 1.89 -4.35 3.69
H: 2.47 -4.84 1.35
H: 1.74 -3.34 -0.46
Cl: -3.40 2.86 6.97
C: -2.96 2.20 5.44
C: -3.19 0.84 5.18
C: -2.80 0.30 3.99
C: -2.16 1.08 2.98
O: -1.72 0.48 1.94
C: -2.00 2.48 3.24
C: -1.50 3.39 2.26
O: -1.17 3.15 1.09
C: -2.38 3.00 4.49
H: -3.67 0.24 5.92
H: -2.95 -0.75 3.78
H: -1.41 4.43 2.60
H: -2.21 4.05 4.70

## Properties
strongest force on any atom: 3.17 eV/Å
2S+1: 2
calculated total energy: -74326.97402 eV
<S²>: 0.76
charge: 0

Which value of charge does entry 6 give?
0

What is the strongest force on any atom in the sixth record?
3.94 eV/Å

Which of these has the highest calculated total energy?
HO2P

Look up the calculated total energy of the fourth one.
-90266.65548 eV